C24H26N4O4S2 | ωB97M-V with the def2-TZVPD basis set

The calculation puts the orbital gap at 8.714 eV. Its HOMO energy is -8.72 eV. As for the SMILES: O=C(CSc1nnc(C2CC2)n1Cc1ccccc1)c1ccc(S(=O)(=O)N2CCOCC2)cc1.

Geometry as XYZ:
```
60
Properties=species:S:1:pos:R:3:nbo_charge:R:1
O 1.656 5.299 0.697 -0.5101
C 1.306 4.347 0.045 0.5473
C 0.002 4.331 -0.719 -0.6162
S -1.153 3.303 0.260 0.2623
C -1.293 1.922 -0.793 0.1720
N -0.518 1.637 -1.803 -0.3434
N -1.030 0.548 -2.402 -0.2974
C -2.100 0.178 -1.755 0.3558
C -2.996 -0.920 -2.121 -0.2989
C -2.578 -1.844 -3.227 -0.3942
C -2.605 -2.346 -1.822 -0.4094
N -2.322 1.031 -0.702 -0.3671
C -3.321 0.965 0.337 -0.2488
C -2.843 0.096 1.475 0.0413
C -3.166 -1.253 1.516 -0.2314
C -2.695 -2.053 2.542 -0.1937
C -1.894 -1.511 3.533 -0.2219
C -1.566 -0.166 3.496 -0.1955
C -2.038 0.635 2.470 -0.2392
C 2.062 3.065 0.018 -0.0707
C 2.512 2.545 1.231 -0.1816
C 3.184 1.337 1.259 -0.2114
C 3.436 0.679 0.070 -0.3198
S 4.235 -0.930 0.118 2.3366
O 4.862 -1.069 1.398 -0.9388
O 5.011 -1.098 -1.073 -0.9368
N 3.019 -2.057 0.061 -0.6760
C 2.117 -2.139 1.185 -0.2587
C 0.806 -1.400 0.895 -0.0903
O 0.225 -1.864 -0.303 -0.5473
C 1.089 -1.657 -1.408 -0.0905
C 2.417 -2.392 -1.208 -0.2607
C 3.048 1.211 -1.145 -0.1975
C 2.341 2.400 -1.174 -0.1736
H -0.427 5.331 -0.779 0.2513
H 0.077 3.853 -1.693 0.2774
H -4.048 -0.668 -2.037 0.2236
H -1.622 -1.644 -3.681 0.2363
H -3.337 -2.185 -3.914 0.2185
H -3.395 -3.026 -1.538 0.2109
H -1.674 -2.506 -1.304 0.2510
H -3.502 1.986 0.687 0.2294
H -4.241 0.562 -0.094 0.2229
H -3.791 -1.679 0.747 0.2156
H -2.954 -3.101 2.567 0.2172
H -1.527 -2.135 4.335 0.2191
H -0.944 0.262 4.267 0.2177
H -1.785 1.685 2.443 0.2198
H 2.313 3.090 2.142 0.2306
H 3.534 0.901 2.181 0.2453
H 2.630 -1.722 2.049 0.2344
H 1.897 -3.197 1.371 0.2046
H 0.072 -1.589 1.680 0.2075
H 0.987 -0.316 0.823 0.1711
H 0.562 -2.045 -2.280 0.2003
H 1.255 -0.581 -1.544 0.1859
H 3.136 -2.137 -1.984 0.2420
H 2.239 -3.474 -1.222 0.2017
H 3.309 0.692 -2.054 0.2409
H 2.030 2.812 -2.120 0.2303
```

***

C13H47BN15O9Pd | ωB97M-V with the def2-TZVPD basis set

The calculation puts the orbital gap (alpha / beta) at 9.579 / 4.739 eV. Its HOMO energy (alpha / beta) is -14.05 / -14.04 eV. As for the net charge: +2. As for the spin multiplicity: 4.

Geometry as XYZ:
```
86
Properties=species:S:1:pos:R:3:mulliken_spin:R:1
Pd 0.808 2.301 -2.032 1.6273
B -0.114 0.548 -1.079 0.0172
H -0.074 1.429 -0.458 0.0477
H 0.894 0.188 -1.218 -0.0004
H -0.691 -0.259 -0.656 0.0016
H -0.582 0.721 -2.036 0.0263
C -4.712 -1.299 3.277 0.0037
O -3.473 -1.491 3.912 0.0049
C -2.766 -2.638 3.460 0.0487
C -1.248 -2.448 3.963 0.0131
N -0.465 -1.549 3.072 0.7511
C 0.082 -2.111 1.784 -0.0131
C 1.132 -3.243 1.804 0.1190
O 0.805 -4.381 2.600 0.0095
C 1.726 -5.451 2.516 0.0060
H -5.349 -0.650 3.878 0.0000
H -5.298 -2.197 3.081 -0.0002
H -4.517 -0.733 2.366 -0.0003
H -2.797 -2.720 2.373 -0.0025
H -3.311 -3.485 3.876 -0.0017
H -0.690 -3.381 4.047 0.0560
H -1.306 -1.987 4.949 0.0036
H 0.232 -1.012 3.568 -0.0399
H 0.490 -1.366 1.102 -0.0180
H -0.707 -2.514 1.149 0.0002
H 2.007 -2.772 2.251 -0.0051
H 1.426 -3.541 0.798 -0.0008
H 1.741 -5.958 1.551 -0.0001
H 1.545 -6.248 3.236 -0.0002
H 2.710 -5.019 2.698 -0.0011
C 0.366 -3.101 -1.954 -0.0014
O 0.584 -4.280 -2.181 0.0007
N -0.810 -2.574 -1.869 0.0000
N 1.308 -2.165 -1.940 0.0009
H -0.989 -1.653 -1.495 0.0260
H -1.559 -3.248 -1.803 0.0001
H 2.265 -2.444 -2.103 -0.0006
H 0.933 -1.227 -1.941 -0.0046
C -2.258 1.616 1.689 -0.0019
O -2.675 1.963 2.748 0.0108
N -1.651 0.506 1.480 0.0515
N -2.419 2.343 0.631 0.0026
H -1.180 0.354 0.600 -0.0119
H -1.767 -0.211 2.182 0.0223
H -2.730 3.275 0.866 0.0010
H -2.100 2.045 -0.279 0.0000
C 0.052 0.353 -4.677 0.0024
O 0.402 1.273 -3.981 0.0589
N 0.547 0.004 -5.788 0.0017
N -0.811 -0.500 -4.245 0.0013
H 1.394 0.408 -6.159 -0.0006
H 0.474 -0.980 -6.005 0.0018
H -1.065 -1.228 -4.897 -0.0004
H -1.310 -0.256 -3.402 -0.0021
C 2.692 0.810 2.091 -0.0001
O 3.577 0.968 1.245 0.0001
N 2.978 0.446 3.317 0.0002
N 1.399 1.195 2.027 0.0031
H 3.950 0.397 3.589 0.0000
H 2.214 0.369 3.974 0.0000
H 0.738 0.962 2.754 -0.0014
H 1.075 1.481 1.114 -0.0055
C 3.605 0.446 -2.219 0.0056
O 2.879 1.449 -2.178 0.0496
N 3.655 -0.380 -3.193 0.0040
N 4.344 0.050 -1.274 0.0073
H 4.406 -1.055 -3.209 -0.0002
H 2.971 -0.300 -3.932 -0.0005
H 4.862 -0.814 -1.352 0.0008
H 4.210 0.467 -0.364 -0.0003
C -2.255 3.451 -2.788 0.0130
O -1.315 3.100 -2.075 0.0440
N -3.030 2.712 -3.414 0.0049
N -2.326 4.650 -3.296 0.0039
H -3.935 3.100 -3.639 0.0002
H -2.888 1.718 -3.308 -0.0010
H -3.124 4.837 -3.886 0.0002
H -1.673 5.393 -3.094 -0.0001
C 1.092 4.335 0.596 0.0049
O 1.223 3.709 -0.443 0.0534
N 2.076 4.846 1.250 0.0020
N -0.028 4.719 1.118 0.0006
H 2.974 4.685 0.816 0.0000
H 1.985 5.142 2.211 0.0014
H -0.769 4.653 0.435 -0.0008
H -0.061 5.446 1.819 0.0000
```